No. 1
C21H9Cl3F5N2NaO4SSe | the ωB97M-V functional and the def2-TZVPD basis

The geometry in XYZ format:
```
47
C21H9Cl3F5N2NaO4SSe, DFT the ωB97M-V functional and the def2-TZVPD basis
Na -0.47 0.87 -0.08
F -5.14 -3.61 2.48
C -4.72 -2.72 1.55
C -3.40 -2.31 1.50
F -2.52 -2.81 2.39
C -2.99 -1.40 0.55
F -1.68 -1.06 0.58
C -3.83 -0.84 -0.42
S -3.27 0.30 -1.61
C -5.16 -1.29 -0.33
F -6.09 -0.84 -1.19
C -5.59 -2.19 0.62
F -6.89 -2.58 0.64
Cl 3.38 2.11 -6.52
C 2.61 2.10 -4.93
C 2.52 3.29 -4.20
C 1.94 3.31 -2.97
C 1.41 2.13 -2.34
O 0.93 2.16 -1.18
C 1.50 0.93 -3.14
C 0.96 -0.36 -2.71
O 0.30 -0.59 -1.72
C 2.11 0.94 -4.40
H 2.91 4.21 -4.64
H 1.87 4.24 -2.41
H 1.21 -1.19 -3.41
H 2.17 0.01 -4.96
Se 2.35 1.31 1.35
N 1.37 -0.15 1.17
C 2.17 -1.17 1.47
C 1.75 -2.54 1.44
C 2.64 -3.50 1.76
C 3.99 -3.18 2.12
C 4.43 -1.89 2.16
C 3.51 -0.84 1.83
N 3.81 0.46 1.83
H 0.72 -2.75 1.16
H 2.34 -4.54 1.75
H 4.68 -3.98 2.37
H 5.44 -1.64 2.43
Cl -2.82 4.75 2.17
C -2.37 3.29 3.11
Cl -2.10 3.77 4.82
C -1.17 2.56 2.45
O -1.53 1.96 1.41
O -0.05 2.63 2.97
H -3.24 2.65 3.10
```

Properties
highest occupied orbital energy: -1.7 eV
multiplicity: 1
charge: -2

=====

No. 2
C3H4N2O3 | the ωB97M-V functional and the def2-TZVPD basis

The geometry in XYZ format:
```
12
C3H4N2O3, DFT the ωB97M-V functional and the def2-TZVPD basis
C -0.25 -0.37 0.18
C 1.07 -0.81 0.19
C 1.89 0.31 0.15
H -2.27 -0.50 -0.60
H -1.26 -2.20 -0.16
H 1.26 -1.87 -0.22
H -1.60 2.17 0.24
N -1.40 -1.00 -0.23
N -0.27 0.96 0.59
O 3.10 0.41 -0.06
O 0.98 1.41 0.19
O -1.27 1.50 -0.27
```

Properties
highest occupied orbital energy: -9.1 eV
multiplicity: 1
charge: 0
SMILES string: Nc1cc(=O)on1O

=====

No. 3
C39H76Cl30FN3OSSi | the ωB97M-V functional and the def2-TZVPD basis

The geometry in XYZ format:
```
152
C39H76Cl30FN3OSSi, DFT the ωB97M-V functional and the def2-TZVPD basis
C 2.68 -1.49 3.93
C 1.39 -1.73 3.15
C 1.43 -1.21 1.71
C 2.19 -2.18 0.83
N 2.56 -1.63 -0.51
Si 1.31 -1.30 -1.65
C 0.30 -2.75 -2.22
C -0.48 -3.40 -1.12
N -1.58 -2.98 -0.66
C 2.05 -0.49 -3.20
C 3.28 0.33 -3.05
O 3.46 1.40 -3.53
F 4.24 -0.24 -2.32
N 0.17 -0.10 -1.01
C 0.66 0.95 -0.68
S 1.25 2.32 -0.20
H 2.77 -2.24 4.72
H 2.67 -0.53 4.44
H 3.58 -1.56 3.32
H 1.13 -2.79 3.15
H 0.58 -1.21 3.67
H 0.39 -1.13 1.37
H 1.90 -0.22 1.70
H 3.12 -2.43 1.33
H 1.61 -3.11 0.76
H 3.25 -2.24 -0.92
H 0.94 -3.46 -2.76
H -0.41 -2.35 -2.95
H -0.04 -4.28 -0.66
H -1.87 -2.13 -1.15
H 2.17 -1.22 -4.00
H 1.29 0.22 -3.55
Cl 3.40 1.27 6.31
C 4.59 0.41 7.33
C 6.00 0.62 6.84
Cl 6.29 -0.17 5.27
H 4.32 -0.64 7.33
H 4.49 0.80 8.34
H 6.69 0.18 7.56
H 6.22 1.67 6.73
Cl 3.19 -3.92 6.64
C 3.76 -5.47 6.00
C 3.49 -5.59 4.52
Cl 1.75 -5.70 4.15
H 3.28 -6.27 6.56
H 4.84 -5.53 6.17
H 3.96 -6.50 4.13
H 3.89 -4.73 3.98
Cl 0.07 -3.63 6.86
C -1.56 -2.97 6.54
C -2.26 -3.75 5.46
Cl -1.49 -3.52 3.86
H -1.45 -1.92 6.28
H -2.13 -3.04 7.46
H -3.29 -3.42 5.35
H -2.25 -4.81 5.67
Cl -8.27 -2.57 3.33
C -6.94 -1.44 3.69
C -5.67 -2.19 3.99
Cl -5.78 -3.10 5.52
H -7.24 -0.80 4.52
H -6.79 -0.82 2.80
H -4.83 -1.50 4.08
H -5.45 -2.91 3.21
Cl 1.07 4.63 -4.21
C 2.59 4.19 -5.03
C 3.42 5.40 -5.36
Cl 2.68 6.41 -6.63
H 2.34 3.62 -5.92
H 3.14 3.54 -4.35
H 4.40 5.08 -5.73
H 3.57 6.03 -4.48
Cl -3.05 -2.35 -4.63
C -4.41 -2.12 -3.50
C -4.51 -0.70 -3.01
Cl -3.13 -0.28 -1.95
H -4.27 -2.82 -2.67
H -5.32 -2.38 -4.03
H -5.41 -0.57 -2.42
H -4.52 0.01 -3.83
Cl -1.72 -7.82 3.55
C -3.27 -8.42 4.20
C -4.45 -7.62 3.71
Cl -4.44 -5.96 4.36
H -3.20 -8.39 5.29
H -3.38 -9.46 3.88
H -5.37 -8.09 4.05
H -4.46 -7.56 2.63
Cl -8.27 -5.91 2.41
C -9.89 -5.41 1.87
C -10.45 -6.33 0.81
Cl -9.55 -6.22 -0.73
H -9.82 -4.39 1.50
H -10.54 -5.42 2.74
H -11.48 -6.06 0.60
H -10.41 -7.37 1.14
Cl -7.49 0.45 -0.10
C -7.30 2.07 -0.83
C -8.23 2.27 -2.00
Cl -7.79 1.23 -3.38
H -6.26 2.17 -1.12
H -7.53 2.80 -0.05
H -8.16 3.30 -2.34
H -9.26 2.05 -1.74
Cl 5.68 2.48 -6.76
C 6.02 1.54 -5.28
C 7.42 0.99 -5.27
Cl 7.65 -0.27 -6.52
H 5.28 0.74 -5.23
H 5.87 2.20 -4.43
H 7.62 0.52 -4.31
H 8.16 1.77 -5.44
Cl 7.07 2.44 -2.25
C 5.62 2.58 -1.21
C 5.52 3.93 -0.54
Cl 6.79 4.18 0.70
H 5.67 1.78 -0.48
H 4.76 2.43 -1.85
H 4.57 3.99 -0.02
H 5.60 4.74 -1.26
Cl 5.04 10.33 -8.53
C 3.58 9.78 -7.66
C 2.38 10.63 -7.97
Cl 2.55 12.28 -7.29
H 3.81 9.77 -6.60
H 3.39 8.75 -7.98
H 1.50 10.19 -7.52
H 2.23 10.73 -9.04
Cl 1.59 16.62 -9.83
C 2.80 15.79 -8.83
C 4.21 16.09 -9.26
Cl 4.59 15.38 -10.85
H 2.60 14.72 -8.87
H 2.65 16.13 -7.80
H 4.91 15.67 -8.55
H 4.38 17.17 -9.33
Cl 2.85 5.19 6.36
C 3.86 5.07 4.90
C 3.04 4.79 3.66
Cl 2.33 3.16 3.68
H 4.59 4.28 5.07
H 4.38 6.02 4.79
H 3.69 4.85 2.78
H 2.23 5.51 3.55
Cl -3.82 -11.29 1.45
C -5.36 -11.96 2.04
C -6.55 -11.24 1.47
Cl -6.65 -9.56 2.08
H -5.35 -11.91 3.13
H -5.39 -13.01 1.74
H -7.47 -11.75 1.77
H -6.51 -11.19 0.39
```

Properties
highest occupied orbital energy: -9.6 eV
multiplicity: 1
charge: 0

=====

No. 4
C2H3Cl2N | the ωB97M-V functional and the def2-TZVPD basis

The geometry in XYZ format:
```
8
C2H3Cl2N, DFT the ωB97M-V functional and the def2-TZVPD basis
C -0.22 0.50 -0.40
C 0.17 0.13 1.15
N 0.96 -0.63 1.74
Cl 1.19 0.34 -1.46
Cl -1.21 0.70 2.01
H -0.46 1.51 -0.53
H -0.97 -0.31 -0.44
H 1.81 -0.99 1.25
```

Properties
highest occupied orbital energy (spin up / spin down): -5.8 / -10.9 eV
multiplicity: 3
charge: 0

=====

No. 5
C36H37AsN3O2PSm | the ωB97M-V functional and the def2-TZVPD basis

The geometry in XYZ format:
```
81
C36H37AsN3O2PSm, DFT the ωB97M-V functional and the def2-TZVPD basis
Sm -0.50 1.08 0.38
C 2.87 3.15 -2.05
C 1.52 2.67 -1.55
N 1.46 2.17 -0.35
O 2.42 2.64 0.57
C 0.36 2.88 -2.39
C 0.36 3.68 -3.64
N -0.88 2.45 -2.06
O -0.99 1.17 -1.72
H 2.71 4.00 -2.69
H 3.38 2.40 -2.69
H 3.49 3.51 -1.23
H 2.69 1.82 1.00
H 0.95 3.19 -4.45
H 0.87 4.67 -3.40
H -0.65 3.85 -3.95
C -4.68 3.23 0.87
C -5.47 2.17 1.32
C -4.83 1.00 1.66
C -3.42 0.84 1.40
N -2.71 1.83 0.91
C -3.34 2.98 0.57
C -2.66 -0.23 2.06
C -2.88 -0.38 3.45
C -2.03 -1.23 4.20
C -1.05 -1.99 3.59
C -0.89 -1.86 2.21
C -1.53 -0.89 1.52
H -5.17 4.24 0.84
H -6.49 2.28 1.62
H -5.40 0.26 2.22
H -2.68 3.75 0.18
H -3.62 0.25 3.91
H -2.20 -1.30 5.26
H -0.41 -2.58 4.22
H -0.19 -2.48 1.66
C -2.11 -5.65 -0.67
C -2.67 -4.36 -0.78
C -1.91 -3.19 -0.93
C -0.55 -3.31 -1.04
C 0.08 -4.56 -1.08
C -0.73 -5.72 -0.87
As 0.43 -1.61 -1.16
C 0.87 -1.94 -3.09
C 0.04 -1.63 -4.18
C 0.52 -1.81 -5.44
C 1.93 -1.98 -5.61
C 2.71 -2.33 -4.51
C 2.18 -2.32 -3.21
C 2.90 -2.55 -1.95
C 4.24 -3.01 -1.82
C 4.88 -2.84 -0.59
C 4.15 -2.50 0.56
C 2.77 -2.31 0.47
C 2.17 -2.30 -0.78
H -2.69 -6.54 -0.57
H -3.72 -4.22 -0.62
H -2.36 -2.21 -0.86
H 1.15 -4.50 -1.10
H -0.22 -6.68 -0.82
H -0.98 -1.22 -3.97
H -0.11 -1.53 -6.31
H 2.35 -1.89 -6.63
H 3.80 -2.47 -4.71
H 4.73 -3.37 -2.67
H 5.93 -3.03 -0.54
H 4.67 -2.60 1.53
H 2.16 -2.08 1.35
C -0.62 4.51 3.14
P 0.23 2.89 3.08
C 1.99 3.33 3.41
C -0.28 2.07 4.69
H -0.55 4.84 2.11
H 0.10 5.14 3.77
H -1.65 4.50 3.52
H 2.59 2.57 2.92
H 2.05 3.25 4.49
H 2.32 4.30 3.02
H 0.48 2.14 5.42
H -0.40 1.03 4.46
H -1.25 2.42 5.11
```

Properties
highest occupied orbital energy (spin up / spin down): -10.0 / -10.1 eV
multiplicity: 6
charge: +1

=====

No. 6
C3H4LaLiO3 | the ωB97M-V functional and the def2-TZVPD basis

The geometry in XYZ format:
```
12
C3H4LaLiO3, DFT the ωB97M-V functional and the def2-TZVPD basis
O -1.64 1.83 -0.95
C -2.80 1.43 -0.69
C -3.11 0.05 -0.69
H 2.30 -0.79 1.98
H -3.60 2.16 -0.50
H -2.32 -0.69 -0.83
H -4.14 -0.27 -0.53
La 0.80 1.37 -0.85
O 2.63 -0.08 0.11
C 3.00 -0.74 1.12
O 4.07 -1.36 1.18
Li 4.82 -2.92 0.64
```

Properties
highest occupied orbital energy (spin up / spin down): -21.2 / -21.2 eV
multiplicity: 2
charge: +3

=====

Please write out number 4 again, unchanged.
C2H3Cl2N | the ωB97M-V functional and the def2-TZVPD basis

The geometry in XYZ format:
```
8
C2H3Cl2N, DFT the ωB97M-V functional and the def2-TZVPD basis
C -0.22 0.50 -0.40
C 0.17 0.13 1.15
N 0.96 -0.63 1.74
Cl 1.19 0.34 -1.46
Cl -1.21 0.70 2.01
H -0.46 1.51 -0.53
H -0.97 -0.31 -0.44
H 1.81 -0.99 1.25
```

Properties
highest occupied orbital energy (spin up / spin down): -5.8 / -10.9 eV
multiplicity: 3
charge: 0

=====

multiplicity of number 2 (C3H4N2O3)? 1

=====

Copy entry 6 word for word.
C3H4LaLiO3 | the ωB97M-V functional and the def2-TZVPD basis

The geometry in XYZ format:
```
12
C3H4LaLiO3, DFT the ωB97M-V functional and the def2-TZVPD basis
O -1.64 1.83 -0.95
C -2.80 1.43 -0.69
C -3.11 0.05 -0.69
H 2.30 -0.79 1.98
H -3.60 2.16 -0.50
H -2.32 -0.69 -0.83
H -4.14 -0.27 -0.53
La 0.80 1.37 -0.85
O 2.63 -0.08 0.11
C 3.00 -0.74 1.12
O 4.07 -1.36 1.18
Li 4.82 -2.92 0.64
```

Properties
highest occupied orbital energy (spin up / spin down): -21.2 / -21.2 eV
multiplicity: 2
charge: +3